9
Properties=species:S:1:pos:R:3:forces:R:3:nbo_charge:R:1 method="wB97M-V/def2-TZVPD" multiplicity=1 homo_ev=-10.162 de_lowest_ev=1.120 e_tot_ha=-3660.1715 e_lumo_ha=-0.01989
C -2.8072 -0.1199 2.6461 0.2 0.2 0.0 -0.24
C -2.3086 0.1257 1.5948 0.5 0.5 -1.7 -0.18
O 0.8582 0.2678 -2.4860 0.5 0.5 1.5 -0.88
O 3.1153 0.1627 -1.4340 -0.8 0.3 0.1 -0.89
S 1.4761 0.2337 -1.1577 0.3 -1.1 -2.0 1.54
Cl 1.1104 -1.8139 -0.5263 0.6 0.9 -0.1 -0.29
Br -1.6581 0.6247 -0.0440 -0.5 -0.3 0.8 0.18
H -3.1308 -0.1852 3.6345 -0.4 -0.3 0.8 0.24
H 3.3448 0.7043 -2.2275 -0.5 -0.6 0.5 0.51